## i
The following is a quantum chemistry calculation of C3H8OS in the gas phase, from the Open Molecules 2025 dataset.

Properties
**Highest occupied orbital energy**: -8.4 eV
**LUMO level**: 0.92 eV
**Multiplicity**: 1
**SMILES**: COCSC

Last column: natural (NBO) charge in e.
Positions of all 13 atoms, in Å:
S 1.80 -0.77 -0.34  0.214
O -0.58 0.00 -0.61  -0.539
C 1.89 0.94 -0.06  -0.815
C -1.83 0.03 -0.14  -0.237
C 0.09 -1.04 0.12  -0.214
H -1.83 -0.12 0.93  0.162
H -0.14 -0.99 1.10  0.169
H 1.82 1.03 1.09  0.200
H -2.23 1.16 -0.42  0.186
H -0.09 -2.10 -0.15  0.203
H 2.77 1.40 -0.38  0.237
H -2.43 -0.82 -0.72  0.167
H 0.74 1.29 -0.40  0.267

---

## ii
The following is a quantum chemistry calculation of 2 unconnected molecules or ions with the total composition C3H8OS, from the Open Molecules 2025 dataset.

Properties
**Highest occupied orbital energy**: -8.4 eV
**LUMO level**: 0.27 eV
**Multiplicity**: 1
**SMILES**: C=O.CSC

Last column: natural (NBO) charge in e.
Positions of all 13 atoms, in Å:
S 0.35 1.09 -0.72  0.188
O 1.72 -1.65 -0.47  -0.530
C 0.44 -1.93 -0.05  0.126
C 0.69 1.67 0.95  -0.757
C -1.03 -0.11 -0.86  -0.687
H 0.10 2.70 0.96  0.213
H 0.28 1.02 1.72  0.230
H -0.81 -1.07 -0.36  0.179
H -0.46 -2.46 -0.58  0.177
H 1.65 2.10 0.89  0.247
H -1.16 -0.34 -1.91  0.239
H -1.97 0.27 -0.42  0.222
H 0.20 -1.28 0.86  0.153

---

It is ii that is the least stable of them.

---

## i
The following is a quantum chemistry calculation of 2 unconnected molecules or ions with the total composition C3H8OS, from the Open Molecules 2025 dataset.

Properties
**Highest occupied orbital energy**: -8.1 eV
**LUMO level**: 0.60 eV
**Multiplicity**: 1

Last column: natural (NBO) charge in e.
Positions of all 13 atoms, in Å:
S -0.15 1.73 -0.11  0.281
O 2.64 0.11 -0.70  -0.950
C -1.26 0.41 0.45  -0.339
C -1.10 -0.94 -0.30  -0.633
C -0.22 0.64 1.49  -0.520
H -0.09 -1.51 -0.29  0.241
H -1.41 -0.73 -1.44  0.198
H -2.35 0.83 0.39  0.219
H 2.55 0.96 -0.30  0.472
H -0.65 1.35 2.22  0.154
H 0.84 0.99 -0.61  0.158
H -1.78 -1.71 0.00  0.223
H 3.13 -0.52 -0.08  0.495

---

## ii
The following is a quantum chemistry calculation of 2 unconnected molecules or ions with the total composition C3H8OS, from the Open Molecules 2025 dataset.

Properties
**Highest occupied orbital energy**: -8.5 eV
**LUMO level**: 0.69 eV
**Multiplicity**: 1
**SMILES**: C=C.CSO

Last column: natural (NBO) charge in e.
Positions of all 13 atoms, in Å:
S -0.73 -0.37 -0.91  0.490
O -1.91 0.70 -0.35  -0.860
C 1.18 1.01 1.07  -0.400
C -1.43 -2.01 -0.65  -0.795
C 1.34 2.07 0.24  -0.382
H 0.99 3.07 0.34  0.200
H -1.79 0.98 0.61  0.484
H -1.74 -2.64 -1.55  0.227
H 1.30 -0.08 0.81  0.210
H 0.42 1.07 1.84  0.170
H -0.54 -2.41 -0.15  0.224
H 1.85 1.83 -0.69  0.190
H -2.26 -1.81 0.02  0.243

---

## iii
The following is a quantum chemistry calculation of a molecular structure, C3H8OS, from the Open Molecules 2025 dataset.

Properties
**Highest occupied orbital energy (spin up / spin down)**: -8.2 / -8.0 eV
**LUMO level (spin up / spin down)**: 0.58 / -1.53 eV
**Multiplicity**: 1

Last column: natural (NBO) charge in e.
Positions of all 13 atoms, in Å:
S 0.20 0.40 -0.41  1.065
O 1.01 0.73 -2.54  -0.731
C -1.14 1.09 0.39  -0.748
C 1.33 0.03 0.98  -0.775
C -0.76 -1.21 -0.64  -0.711
H 1.75 -0.98 1.08  0.254
H 2.21 0.72 0.85  0.253
H -1.80 1.26 -0.49  0.212
H -0.91 1.99 0.91  0.204
H -1.68 -1.03 -0.07  0.241
H -0.88 -1.20 -1.73  0.265
H 0.96 0.31 1.87  0.232
H -0.30 -2.11 -0.21  0.239

---

It is iii that is the least stable of them.

---

## i
The following is a quantum chemistry calculation of C3H3FN2O in the gas phase, from the Open Molecules 2025 dataset.

Properties
**Highest occupied orbital energy**: -8.4 eV
**LUMO level**: 0.57 eV
**Multiplicity**: 1
**SMILES**: Oc1nc(F)c[nH]1

Last column: natural (NBO) charge in e.
Positions of all 10 atoms, in Å:
F 0.50 2.02 -1.27  -0.286
O -1.02 -2.10 0.41  -0.685
N 0.35 -0.55 1.21  -0.553
N -0.34 -0.15 -0.88  -0.571
C 0.68 0.84 0.80  -0.233
C -0.25 -1.00 0.13  0.644
C 0.24 0.99 -0.51  0.515
H -1.77 -2.25 -0.36  0.512
H 1.02 1.61 1.39  0.209
H 0.34 -0.86 2.24  0.449

---

## ii
The following is a quantum chemistry calculation of C3H3FN2O in the gas phase, from the Open Molecules 2025 dataset.

Properties
**Highest occupied orbital energy**: -9.5 eV
**LUMO level**: 0.79 eV
**Multiplicity**: 1
**SMILES**: Nc1nocc1F

Last column: natural (NBO) charge in e.
Positions of all 10 atoms, in Å:
F 1.10 1.85 -0.10  -0.317
O 0.64 -1.63 -0.09  -0.304
N -0.75 -1.26 -0.05  -0.166
N -2.13 0.61 0.04  -0.873
C -0.77 -0.04 0.04  0.302
C 0.64 0.53 0.07  0.247
C 1.40 -0.53 0.16  0.057
H -2.10 1.72 0.11  0.418
H -2.93 0.04 -0.18  0.417
H 2.45 -0.61 0.06  0.220

---

It is ii that is the least stable of them.